C8H12O10Rb5S | wB97M-V/def2-TZVPD

**Gap between HOMO and LUMO**: 7.61 eV
**HOMO energy**: -0.6220 Ha
**Net charge**: +3
**Electronic energy**: -43059.8887 eV
**Multiplicity**: 1
**E_LUMO**: -9.32 eV

Cartesian coordinates (Å):
1 Rb -2.38 -0.78 -3.08
2 Rb -0.83 -4.44 -1.31
3 Rb -4.23 -1.96 0.71
4 Rb 0.04 -1.02 3.33
5 Rb 1.20 1.00 -2.28
6 S -0.70 -1.08 -0.10
7 O -1.54 4.42 0.00
8 O 3.87 -0.94 0.68
9 O -0.93 -2.23 0.82
10 O -3.75 4.25 0.37
11 O 0.38 -0.19 0.34
12 O 3.15 -0.35 2.71
13 O -1.98 -0.33 -0.20
14 O -2.78 6.29 0.30
15 O 2.54 -2.33 1.80
16 O -0.36 -1.56 -1.48
17 C 5.01 -2.70 -0.48
18 C -2.70 5.12 0.24
19 C -3.31 2.90 0.33
20 C 3.20 -1.13 1.82
21 C -4.01 2.21 -0.81
22 C 3.69 -2.03 -0.24
23 C -1.77 3.03 0.17
24 C 2.67 -2.91 0.49
25 H -1.22 2.62 1.02
26 H -5.05 2.51 -0.85
27 H 1.69 -2.96 0.02
28 H -1.43 2.54 -0.76
29 H 3.07 -3.92 0.63
30 H -3.54 2.59 -1.74
31 H -3.81 1.14 -0.85
32 H 4.97 -3.37 -1.35
33 H 5.36 -3.24 0.40
34 H 5.76 -1.96 -0.77
35 H 3.26 -1.63 -1.16
36 H -3.52 2.44 1.30

Löwdin population analysis, charges in e, atoms 1 to 5: Rb 1.014; Rb 1.011; Rb 0.991; Rb 1.039; Rb 0.979

=====

C5H7Cl2N2 | wB97M-V/def2-TZVPD

**Gap between HOMO and LUMO**: 9.60 eV
**HOMO energy**: -0.5552 Ha
**Net charge**: +1
**Electronic energy**: -33314.8649 eV
**Multiplicity**: 1
**E_LUMO**: -5.51 eV

Cartesian coordinates (Å):
1 Cl 0.05 1.23 -1.74
2 Cl 1.60 -1.09 1.36
3 N -1.02 -0.77 -0.07
4 N 0.58 -1.53 -1.51
5 C -0.86 1.44 1.28
6 C -0.38 0.38 0.28
7 C -0.47 -1.77 -0.82
8 C 1.18 -0.28 -1.27
9 C 1.16 0.19 0.17
10 H 1.79 1.00 0.30
11 H -1.11 2.31 0.69
12 H -1.75 1.18 1.80
13 H -0.89 -2.74 -0.80
14 H -1.86 -1.12 0.33
15 H 1.99 -0.12 -1.95
16 H 0.00 1.70 1.95

Löwdin population analysis, charges in e, atoms 1 to 5: Cl 0.840; Cl 0.732; N 0.092; N 0.102; C 0.030

=====

C6H4Cl2N2O3RhYb | wB97M-V/def2-TZVPD

**<S²>**: 8.77
**Gap between HOMO and LUMO (spin up / spin down)**: 6.26 / 7.07 eV
**HOMO energy (spin up / spin down)**: -0.8291 / -0.9703 Ha
**Net charge**: +4
**Electronic energy**: -74938.0693 eV
**Multiplicity**: 6
**E_LUMO (spin up / spin down)**: -16.30 / -19.34 eV

Cartesian coordinates (Å):
1 Yb -0.03 0.05 0.09
2 Rh -0.27 3.03 0.01
3 Cl 1.55 1.67 -0.79
4 Cl -0.31 1.52 1.87
5 O 0.41 -1.72 -2.46
6 O -0.18 4.80 -2.43
7 O -2.62 4.57 1.09
8 N 1.69 -2.49 3.26
9 N 0.54 -1.25 1.82
10 C -1.69 3.97 0.67
11 C 0.38 -2.39 3.73
12 C -0.21 4.11 -1.46
13 C -0.32 -1.62 2.84
14 C 1.73 -1.78 2.09
15 C 0.26 -1.11 -1.57
16 H 0.05 -2.84 4.62
17 H -1.35 -1.35 2.89
18 H 2.60 -1.68 1.49
19 H 2.46 -3.00 3.70

Löwdin population analysis, charges in e, atoms 1 to 5: Yb 1.075; Rh 0.834; Cl 0.225; Cl 0.246; O 0.360

=====

C16H23O8PPdSe | wB97M-V/def2-TZVPD

**<S²>**: 2.01
**Gap between HOMO and LUMO (spin up / spin down)**: 6.46 / 6.96 eV
**HOMO energy (spin up / spin down)**: -0.0764 / -0.0951 Ha
**Net charge**: -2
**Electronic energy**: -111460.3827 eV
**Multiplicity**: 3
**E_LUMO (spin up / spin down)**: 4.38 / 4.38 eV

Cartesian coordinates (Å):
1 Pd 0.80 0.22 -0.32
2 Se 2.65 2.10 -1.67
3 P -0.58 1.71 1.06
4 O 0.98 -1.43 1.07
5 O -1.04 -3.38 -1.01
6 O 1.05 1.74 -2.00
7 O -0.68 -1.18 -1.03
8 O 3.64 1.48 -2.78
9 O 0.07 -3.41 1.55
10 O 2.85 3.70 -1.47
11 O 2.79 1.29 -0.21
12 C -2.34 1.63 0.39
13 C -0.12 4.22 -0.07
14 C -1.69 1.30 3.69
15 C -3.31 2.74 0.80
16 C -1.60 0.86 5.00
17 C 0.23 -2.45 0.82
18 C 0.54 0.51 3.28
19 C -2.93 0.27 0.80
20 C -0.05 3.50 1.28
21 C 1.40 3.46 1.78
22 C 0.63 0.09 4.59
23 C -0.86 4.30 2.31
24 C -0.62 1.13 2.80
25 C -0.58 -2.36 -0.53
26 C -0.44 0.26 5.46
27 C -2.22 1.66 -1.14
28 H 0.37 5.20 0.03
29 H -1.64 0.82 -1.52
30 H -3.88 0.13 0.28
31 H -2.60 1.77 3.36
32 H -4.29 2.51 0.36
33 H -0.37 -0.09 6.48
34 H -2.26 -0.54 0.50
35 H 2.04 2.86 1.14
36 H -3.00 3.72 0.42
37 H 1.36 0.34 2.60
38 H -1.15 4.39 -0.39
39 H -2.45 0.99 5.67
40 H -0.39 5.28 2.41
41 H -3.23 1.58 -1.56
42 H -3.12 0.21 1.87
43 H 1.79 4.49 1.78
44 H -1.90 4.46 2.02
45 H -1.77 2.58 -1.50
46 H 1.54 -0.40 4.93
47 H 0.41 3.67 -0.85
48 H 1.45 3.07 2.80
49 H -0.84 3.82 3.29
50 H -3.45 2.83 1.88

Löwdin population analysis, charges in e, atoms 1 to 5: Pd 0.926; Se 0.714; P 1.147; O -0.166; O 0.017

=====

C2H4O2 | wB97M-V/def2-TZVPD

**Gap between HOMO and LUMO**: 10.94 eV
**HOMO energy**: -0.3764 Ha
**Electronic energy**: -6232.6371 eV
**Multiplicity**: 1
**E_LUMO**: 0.70 eV

Cartesian coordinates (Å):
1 O 0.85 -1.50 0.44
2 O 0.96 0.92 -0.62
3 C -0.27 0.57 -0.08
4 C -0.20 -0.92 0.24
5 H -1.09 0.85 -0.78
6 H -1.25 -1.21 0.20
7 H -0.52 1.08 0.87
8 H 1.53 0.21 -0.27

Löwdin population analysis, charges in e, atoms 1 to 5: O 0.067; O -0.057; C -0.253; C -0.211; H 0.131